(1)
{"formula": "C13H12BF2O5RuS6", "method": "wB97M-V/def2-TZVPD", "relative_energy_ev": 0.9600, "largest_force_ev_per_a": 1.4, "gap_ha": [0.208, 0.216], "energy_ev": -97625.6111, "total_charge": -1, "species": ["Ru", "O", "C", "S", "C", "C", "S", "S", "S", "F", "B", "F", "O", "S", "O", "O", "S", "C", "C", "C", "C", "C", "C", "C", "O", "C", "C", "C", "H", "H", "H", "H", "H", "H", "H", "H", "H", "H", "H", "H"], "xyz": [[2.26427, 0.24968, -0.14617], [5.34694, 6.17982, -1.74163], [4.82617, 5.11896, -1.47518], [5.01202, 4.29771, 0.08098], [3.99495, 2.92238, -0.29665], [3.45258, 2.88298, -1.49729], [2.41474, 1.56950, -2.03933], [3.79468, 4.21519, -2.58681], [3.73712, 1.67290, 0.90786], [1.17802, -1.48916, -4.60906], [1.13352, -1.40533, -3.28182], [0.17480, -0.67795, -2.74378], [2.20150, -3.97709, -1.01646], [2.20575, -2.54731, -1.02734], [1.06304, -1.88284, -0.38049], [2.03733, -2.20825, -2.60277], [3.84354, -1.62494, -0.47708], [-5.16938, -0.47188, 0.15025], [-3.73409, -0.51622, 0.60577], [-3.17900, -1.70073, 1.07418], [-1.85644, -1.76389, 1.48867], [-1.29874, -3.11022, 1.91139], [-1.08010, -0.59175, 1.44618], [0.29787, -0.68014, 1.94675], [1.13925, 0.19547, 1.83900], [-1.60402, 0.61103, 0.94136], [-0.80507, 1.88736, 0.82190], [-2.93280, 0.61797, 0.53457], [-5.73811, -1.31147, 0.55160], [-5.22838, -0.51905, -0.93998], [-5.65275, 0.45478, 0.46245], [-3.78644, -2.60123, 1.10471], [-2.04558, -3.88451, 1.73611], [-1.03490, -3.13869, 2.97103], [-0.40727, -3.37045, 1.33799], [0.57153, -1.61132, 2.46188], [-0.38630, 2.20257, 1.77729], [-1.43809, 2.68245, 0.42686], [0.03636, 1.78257, 0.14316], [-3.34852, 1.54109, 0.13992]], "forces_ev_per_angstrom": [[1.26, -0.16, -0.03], [-0.17, -0.33, 0.07], [0.21, 0.39, -0.06], [0.00, 0.02, -0.02], [0.50, -0.17, 1.28], [-0.56, -0.26, -1.26], [-0.11, -0.22, 0.38], [0.02, -0.03, 0.00], [-0.31, 0.23, -0.44], [0.08, 0.13, 0.19], [0.42, -0.70, 0.21], [0.15, -0.04, 0.09], [0.15, 0.04, 0.24], [-0.66, 0.00, -0.11], [0.13, 0.07, -0.31], [-0.53, 0.60, -0.72], [-0.39, 0.60, 0.20], [0.05, 0.02, -0.02], [-0.05, 0.02, -0.01], [0.03, -0.02, -0.01], [-0.08, -0.16, -0.04], [-0.02, 0.16, -0.02], [0.29, -0.20, 0.24], [-0.26, -0.17, -0.08], [0.07, 0.07, 0.33], [-0.03, 0.19, -0.06], [-0.27, -0.04, 0.10], [-0.01, 0.02, -0.04], [0.02, 0.03, -0.01], [0.01, 0.00, 0.02], [0.01, -0.01, 0.00], [0.03, 0.07, -0.01], [0.01, 0.03, 0.02], [-0.01, 0.03, -0.01], [-0.03, 0.06, -0.01], [-0.01, -0.05, -0.06], [0.00, -0.03, 0.01], [-0.05, -0.02, 0.06], [0.12, -0.09, -0.15], [0.00, -0.06, 0.05]]}

(2)
{"formula": "C13H12BF3N3O12S", "method": "wB97M-V/def2-TZVPD", "relative_energy_ev": 0.0000, "largest_force_ev_per_a": 4.2, "gap_ha": 0.227, "energy_ev": -62378.2842, "total_charge": -1, "species": ["O", "S", "O", "C", "F", "F", "F", "C", "C", "C", "N", "O", "O", "N", "C", "C", "N", "O", "O", "C", "H", "H", "C", "C", "O", "B", "H", "O", "C", "C", "O", "O", "C", "C", "O", "O", "H", "H", "H", "H", "H", "H", "H", "H", "H"], "xyz": [[-3.76273, 1.08958, -0.46968], [-2.91496, 0.26587, 0.34796], [-2.01112, 0.78357, 1.34455], [-3.99724, -0.95260, 1.26397], [-4.77168, -0.26501, 2.11534], [-4.77256, -1.63785, 0.39121], [-3.23543, -1.83354, 1.95455], [-2.05980, -0.95673, -0.65045], [-0.54512, -1.02417, -0.45500], [0.07260, -2.19724, -1.11142], [1.24252, -2.78995, -0.74412], [2.07173, -2.65600, 0.13673], [1.32755, -3.90913, -1.67212], [0.27346, -3.92960, -2.56468], [-0.47893, -2.81726, -2.20986], [-1.81316, -2.40367, -2.60560], [-2.54782, -3.11394, -3.60909], [-1.97872, -3.88627, -4.40404], [-3.78743, -2.91446, -3.63699], [-2.58182, -1.49513, -1.79348], [-0.32089, -1.13783, 0.61494], [-3.62082, -1.28440, -2.04956], [0.81973, 4.37296, -1.25943], [0.52229, 3.20369, -0.38838], [1.67052, 2.47286, -0.13916], [1.89201, 1.78970, 1.03247], [-0.20379, -0.16941, -0.98791], [2.80203, 0.76263, 1.00846], [3.22123, 0.15243, -0.14946], [4.65387, -0.23092, -0.04629], [2.49826, -0.05898, -1.10667], [1.18052, 2.09102, 2.14747], [0.76911, 1.12142, 3.04709], [0.71380, 1.78714, 4.36738], [0.51477, -0.01929, 2.75333], [-0.57354, 2.90033, 0.03240], [1.88968, 4.45252, -1.43288], [0.26856, 4.29323, -2.19709], [0.43258, 5.24524, -0.73491], [4.98242, -0.14072, 0.98896], [4.78193, -1.24533, -0.42280], [5.20075, 0.45253, -0.70096], [0.20433, 2.74710, 4.25260], [0.21648, 1.13724, 5.07905], [1.75482, 1.94836, 4.66361]], "forces_ev_per_angstrom": [[-0.21, -0.01, 0.59], [1.38, -2.20, -1.29], [-0.71, -0.02, -0.26], [0.11, 0.09, -0.28], [-0.07, -0.50, 0.01], [0.36, 0.45, 0.86], [-0.74, 0.68, -0.43], [0.36, 0.61, -0.31], [-0.74, -0.92, 1.22], [1.97, 0.19, 1.55], [-3.52, -0.24, -2.31], [0.31, -0.07, 0.16], [0.86, 0.23, 0.46], [-1.30, 2.93, 1.15], [0.26, -3.36, -1.40], [-0.84, -0.26, -0.74], [-0.28, 0.23, 0.14], [-0.31, 0.83, 1.00], [0.96, -0.38, -0.40], [0.35, -0.25, 0.56], [0.36, 0.99, -0.27], [0.40, -0.26, -0.16], [-0.07, 0.24, -0.06], [-1.34, -0.82, 0.60], [-0.19, 0.63, 0.21], [-0.93, -1.10, -1.16], [1.05, 1.17, 0.36], [0.03, 0.35, 0.07], [-1.36, -0.67, -1.53], [0.13, -0.13, -0.07], [1.24, 0.71, 1.77], [0.21, -0.31, 0.12], [-0.28, -0.88, -0.58], [-0.18, -0.28, 0.46], [0.54, 1.58, 0.35], [1.90, 0.46, -0.65], [-0.10, 0.14, -0.11], [0.08, -0.07, 0.04], [0.10, 0.16, -0.08], [0.16, -0.05, -0.22], [-0.01, 0.06, 0.04], [0.15, -0.06, 0.14], [0.12, -0.15, 0.18], [-0.03, 0.09, 0.15], [-0.17, 0.15, 0.14]]}

(3)
{"formula": "C13H12BF3N3O12S", "method": "wB97M-V/def2-TZVPD", "relative_energy_ev": 0.6568, "largest_force_ev_per_a": 7.2, "gap_ha": 0.221, "energy_ev": -62377.6274, "total_charge": -1, "species": ["O", "S", "O", "C", "F", "F", "F", "C", "C", "C", "N", "O", "O", "N", "C", "C", "N", "O", "O", "C", "H", "H", "C", "C", "O", "B", "H", "O", "C", "C", "O", "O", "C", "C", "O", "O", "H", "H", "H", "H", "H", "H", "H", "H", "H"], "xyz": [[-1.46403, 5.76408, 3.28462], [-0.20070, 5.97912, 3.93335], [1.06186, 5.94864, 3.24644], [-0.32286, 7.69092, 4.70314], [-0.50488, 8.57477, 3.70639], [-1.35519, 7.78278, 5.56831], [0.82459, 7.97852, 5.35244], [0.00581, 4.84014, 5.31199], [1.44899, 4.33744, 5.41797], [1.53191, 3.61002, 6.71318], [2.75509, 3.43858, 7.34673], [3.88735, 3.53686, 7.04930], [2.38854, 3.19520, 8.72532], [1.02736, 3.12640, 8.92651], [0.50854, 3.43825, 7.67437], [-0.80542, 3.93274, 7.43977], [-1.91928, 3.88713, 8.36672], [-1.88970, 3.18170, 9.39551], [-2.92321, 4.58785, 8.06758], [-0.99717, 4.70322, 6.25330], [2.28764, 5.12549, 5.16150], [-1.97168, 5.19107, 6.12005], [1.13745, 1.41921, 0.72657], [1.54408, 2.60153, 1.57269], [2.60682, 2.19491, 2.38470], [3.57430, 3.14353, 2.69414], [1.58040, 3.70223, 4.68534], [4.44771, 2.87317, 3.71361], [4.24099, 1.88649, 4.65863], [5.48587, 1.13531, 5.00262], [3.12414, 1.72077, 5.15910], [3.59197, 4.28511, 2.00368], [4.11747, 5.44352, 2.51442], [4.85327, 6.20626, 1.45884], [3.95353, 5.75228, 3.67908], [1.06250, 3.66352, 1.64317], [1.87742, 0.63240, 0.84560], [0.16297, 1.08098, 1.08572], [1.03622, 1.69768, -0.32200], [6.36963, 1.64713, 4.61344], [5.56619, 1.04160, 6.09103], [5.46010, 0.11487, 4.59186], [4.32283, 6.21801, 0.50130], [5.00833, 7.23246, 1.78935], [5.83886, 5.76078, 1.28541]], "forces_ev_per_angstrom": [[0.02, 0.59, -0.20], [0.15, -2.16, 2.08], [-0.37, 0.82, -0.39], [0.09, -0.34, -0.03], [0.07, 0.00, 0.51], [0.72, 0.06, -0.58], [-0.78, 0.02, -0.33], [-0.29, 1.89, -0.51], [-0.31, 3.38, 2.49], [2.96, 0.67, 1.25], [-7.08, 0.26, 0.99], [3.01, 0.32, -0.58], [1.32, -0.98, 0.00], [-0.42, 0.92, -3.62], [1.09, -0.09, 3.56], [-1.95, 0.32, -0.28], [0.10, 0.14, -0.41], [0.38, 0.77, -1.31], [0.91, -0.83, 0.54], [0.73, -0.36, -0.21], [-1.62, -1.17, 1.29], [0.54, -0.31, -0.01], [-0.19, 0.13, 0.03], [0.80, -2.18, 0.09], [0.51, 0.67, -0.39], [-1.53, -1.34, 1.49], [0.72, -3.51, -3.94], [0.54, -0.47, 0.05], [-3.25, 0.03, 1.06], [0.41, -0.14, 0.23], [3.20, -0.04, -1.60], [0.89, 1.13, -0.68], [-0.44, 0.41, 1.78], [0.18, 0.60, -0.12], [0.65, -0.36, -2.17], [-0.90, 1.20, -0.25], [-0.17, -0.07, -0.10], [0.06, -0.06, -0.08], [-0.02, 0.10, 0.08], [-0.18, -0.08, 0.07], [-0.13, 0.08, -0.22], [-0.18, 0.35, 0.01], [-0.04, -0.17, 0.28], [-0.03, -0.08, 0.05], [-0.18, -0.11, 0.09]]}

(4)
{"formula": "C13H12BN", "method": "wB97M-V/def2-TZVPD", "relative_energy_ev": 1.1646, "largest_force_ev_per_a": 5.1, "gap_ha": [0.247, 0.245], "energy_ev": -15833.0604, "species": ["B", "C", "C", "C", "C", "C", "C", "C", "C", "C", "C", "C", "C", "C", "N", "H", "H", "H", "H", "H", "H", "H", "H", "H", "H", "H", "H"], "xyz": [[-1.00363, -1.13743, -0.25489], [-3.06170, -0.20710, 2.59824], [2.50262, 0.71545, 2.46820], [0.00108, 2.66567, -2.11428], [-2.99040, -0.45158, 1.45135], [2.52634, 0.76800, 1.26363], [-0.27031, 2.48261, -0.97246], [-0.47081, -2.38007, -0.90788], [0.81695, -2.46044, -1.36886], [1.73513, -1.47874, -1.02845], [1.25473, -0.33031, -0.44285], [-2.63292, -0.66582, 0.08159], [2.35466, 0.66576, -0.16487], [-0.50109, 2.00989, 0.33130], [-0.00152, -0.21936, -0.13395], [-3.46841, 0.06376, 3.52563], [2.55703, 0.72986, 3.50325], [0.16999, 2.60550, -3.14502], [-1.14821, -3.16742, -1.31740], [1.23121, -3.03195, -2.27867], [2.74226, -1.60873, -1.34138], [-2.89699, 0.13450, -0.51464], [-3.19266, -1.58788, -0.16707], [3.23211, 0.31494, -0.64093], [2.23569, 1.66195, -0.54674], [-1.51111, 1.84404, 0.36328], [-0.03291, 2.30512, 1.33555]], "forces_ev_per_angstrom": [[-2.51, -0.06, 0.56], [-1.01, 0.69, 2.69], [0.20, 0.29, -1.83], [0.03, -0.09, -1.02], [1.52, 0.05, -2.41], [-0.03, -0.26, 1.63], [1.02, -0.05, 1.74], [-1.25, -1.93, -1.49], [0.46, -0.20, -1.83], [-0.86, 0.29, 0.06], [2.60, -0.45, -0.75], [1.89, -3.99, 0.35], [-0.70, 0.67, 0.66], [1.91, -1.55, 0.40], [-0.25, 4.82, 1.70], [0.10, 0.04, 0.77], [0.01, -0.04, 1.15], [0.15, 0.38, -0.77], [0.32, 0.62, 0.49], [-1.22, -0.29, 1.87], [0.73, 0.31, -0.03], [-0.71, 1.58, -1.45], [-0.04, 0.56, -0.65], [0.98, -0.48, -0.30], [-0.62, 0.52, -0.43], [-2.48, -0.86, 0.95], [-0.21, -0.58, -2.05]]}